DFT (ωB97M-V/def2-TZVPD) results for a molecular structure, C11H35N10O9Pd.

```
66
Properties=species:S:1:pos:R:3:forces:R:3:mulliken_spin:R:1
N -9.17343 -27.77535 16.23576 -0.52 0.42 -0.31 0.00
H -9.20081 -27.13391 15.45608 0.60 0.80 -0.64 0.00
H -10.10723 -28.15904 16.20602 -0.28 -0.83 0.35 0.00
H -9.05352 -27.26158 17.09701 0.15 0.57 0.76 0.00
H -8.42972 -28.44955 16.12416 0.12 -0.47 -0.13 0.00
Pd -11.64414 -21.87885 19.62495 0.86 0.34 0.85 0.96
C -9.36496 -24.73346 19.44178 1.11 -0.23 0.23 -0.06
O -9.91686 -24.16474 18.49221 -1.97 1.34 -3.04 0.46
O -9.54231 -24.01137 20.44742 -0.56 1.41 2.80 0.57
O -8.67810 -25.73472 19.39934 0.96 -2.17 -0.21 0.07
C -8.88908 -19.99145 20.03613 1.15 0.70 0.59 0.00
O -10.15928 -19.76706 20.55661 -1.84 0.06 -0.51 0.02
C -10.21249 -18.77730 21.58822 1.00 -1.81 1.09 0.00
C -11.50564 -18.78069 22.39404 0.42 1.58 -1.33 0.00
N -12.25609 -20.00775 22.22922 -0.84 -0.08 0.27 0.00
C -12.41323 -20.62495 23.53881 -0.07 -0.60 0.90 0.00
C -13.44965 -19.84372 24.33358 0.45 0.06 1.33 0.00
O -14.73064 -19.97363 23.80506 -0.79 -0.72 -0.60 0.00
C -15.64674 -19.07763 24.41396 0.45 0.50 0.00 0.00
H -8.42360 -19.04993 19.74463 -0.22 0.12 -0.98 0.00
H -8.96614 -20.74996 19.25713 0.26 0.24 -0.04 0.00
H -8.17931 -20.27056 20.81485 -0.10 -0.84 0.28 0.00
H -9.85645 -17.79440 21.27963 -0.17 -0.03 -0.27 0.00
H -9.55443 -19.18583 22.35513 1.01 0.32 -0.18 0.00
H -12.08915 -17.90496 22.10995 -0.36 -0.12 -0.20 0.00
H -11.18600 -18.55078 23.41043 -0.23 -0.31 0.22 0.00
H -13.18981 -19.63511 22.13217 -0.48 -0.41 -0.98 0.00
H -11.44678 -20.70836 24.03592 0.07 0.65 0.25 0.00
H -12.68231 -21.68114 23.55129 -0.57 -0.04 -0.71 0.00
H -13.26337 -18.77072 24.37892 0.69 0.28 -0.13 0.00
H -13.42459 -20.16580 25.37461 -0.08 -0.25 0.29 0.00
H -16.62916 -19.13781 23.94563 0.25 -0.23 -0.03 0.00
H -15.24353 -18.07124 24.30130 -0.18 0.37 -0.21 0.00
H -15.72639 -19.20476 25.49358 -0.09 -0.50 0.11 0.00
C -6.60658 -30.41806 20.65285 1.73 -0.63 1.15 0.00
O -6.39015 -31.58793 20.74123 0.25 -2.08 -0.02 0.00
N -7.56137 -29.84182 20.00867 -5.26 1.77 -3.76 0.00
N -5.89670 -29.45534 21.21508 2.92 1.83 2.05 0.00
H -7.63267 -28.83476 19.97961 -0.15 -0.40 -0.01 0.00
H -8.27643 -30.34873 19.50685 0.31 -0.16 0.38 0.00
H -5.00372 -29.67964 21.63028 -0.28 0.12 0.01 0.00
H -6.14274 -28.48498 21.08098 0.45 -0.34 0.25 0.00
C -4.68535 -23.86656 21.16990 3.11 1.39 2.17 0.00
O -3.51042 -23.48271 21.43150 -2.81 -0.59 -0.40 0.00
N -5.80296 -23.66688 21.85551 -0.87 1.47 1.96 0.00
N -4.98597 -24.64310 20.17359 1.35 -2.21 -3.87 0.00
H -6.62755 -24.06713 21.43130 -0.24 0.52 1.08 0.00
H -5.72448 -23.18004 22.73693 -0.63 -0.15 -0.23 0.00
H -5.91424 -24.96181 19.93520 0.51 -0.06 -0.13 0.00
H -4.13891 -24.89160 19.68283 -0.61 -0.41 -0.63 0.00
C -10.13674 -26.96352 24.17073 -1.54 2.27 4.16 0.00
O -10.30017 -27.72077 25.08691 -1.25 -0.80 2.58 0.00
N -9.54617 -27.40255 23.15732 3.32 -2.74 -6.41 0.00
N -10.41060 -25.63746 24.16184 -0.49 1.10 -0.34 0.00
H -9.32220 -28.38126 23.26727 0.15 0.15 -0.54 0.00
H -9.36738 -26.92000 22.28827 -0.05 -0.13 0.22 0.00
H -10.77382 -25.16161 24.97532 0.19 -0.25 -0.34 0.00
H -10.08363 -25.14733 23.34151 -0.29 0.46 0.54 0.00
C -8.36405 -23.94327 13.54949 -0.97 -3.92 -4.13 0.00
O -9.06108 -24.93419 13.45880 -1.37 -1.58 -0.82 0.00
N -7.61016 -23.37290 12.66710 1.61 1.15 -5.53 0.00
N -8.07264 -23.43215 14.62269 0.55 4.12 10.59 0.00
H -7.65111 -23.66923 11.70242 0.14 0.33 0.15 0.00
H -7.06529 -22.56952 12.94606 -0.02 -0.40 -0.80 0.00
H -8.62968 -23.72186 15.41381 0.20 0.36 0.17 0.00
H -7.69208 -22.49659 14.62614 -0.15 -0.31 0.69 0.00
```
Positions in Å, forces in eV/Å.

HOMO energy (spin up / spin down) ... -0.4128 / -0.4128 Eh
Net charge ... +1
Expectation value of S² ... 2.01
2S+1 ... 3

DFT (ωB97M-V/def2-TZVPD) results for 2 unconnected molecules or ions with the total composition H2IO.

```
4
Properties=species:S:1:pos:R:3:forces:R:3:mulliken_spin:R:1
I -12.27817 3.27345 3.17612 0.00 0.00 0.02 1.00
O -12.74781 3.61334 -0.61756 0.03 -0.15 -0.28 0.00
H -13.45710 4.25423 -0.56851 -0.19 0.16 -0.02 0.00
H -12.34332 3.63620 0.24967 0.15 -0.01 0.28 -0.01
```
Positions in Å, forces in eV/Å.

HOMO energy (spin up / spin down) ... -0.3936 / -0.3806 Eh
Expectation value of S² ... 0.75
2S+1 ... 2

DFT (ωB97M-V/def2-TZVPD) results for 2 unconnected molecules or ions with the total composition C4H12NO.

```
18
Properties=species:S:1:pos:R:3:forces:R:3:mulliken_spin:R:1
C 0.01311 2.31016 -1.30566 -0.04 -0.30 -0.22 0.58
C -0.44198 2.59587 -0.10463 0.06 0.01 0.34 0.01
N 0.74028 1.08912 -1.62674 0.00 0.11 -0.62 1.13
H -0.01990 2.98861 -2.14157 -0.02 0.09 -0.02 -0.03
H -0.88882 3.55244 0.11531 -0.03 0.14 -0.09 0.00
H -0.39312 1.88884 0.70760 0.00 -0.11 0.09 0.01
H 1.79215 1.28497 -1.81506 0.04 -0.03 0.04 -0.34
H 0.71947 0.32220 -0.92640 -0.02 0.14 0.01 0.12
H 0.37806 0.69868 -2.53277 0.13 0.07 0.28 -0.55
C -0.39563 -1.21419 0.84631 0.27 -0.37 -0.15 0.22
O 0.83908 -1.06561 0.11830 -0.25 -0.11 0.37 -0.18
C -0.43443 -2.49106 1.65512 -0.08 -0.01 -0.20 0.02
H -0.45147 -0.34964 1.50196 -0.14 0.11 -0.03 0.00
H -1.23293 -1.22064 0.14285 -0.01 0.24 0.02 -0.07
H 1.14797 -1.93602 -0.16137 -0.01 0.09 -0.12 0.08
H 0.37034 -2.52818 2.38267 0.01 0.03 0.18 0.00
H -1.40452 -2.56966 2.14816 0.10 -0.04 0.14 0.00
H -0.33765 -3.35589 0.99592 -0.01 -0.05 -0.02 -0.01
```
Positions in Å, forces in eV/Å.

HOMO energy (spin up / spin down) ... -0.1209 / -0.3909 Eh
Expectation value of S² ... 0.75
2S+1 ... 2

DFT (ωB97M-V/def2-TZVPD) results for 2 unconnected molecules or ions with the total composition CH2NO3S.

```
8
Properties=species:S:1:pos:R:3:forces:R:3:mulliken_charge:R:1
C 1.47510 0.57082 -0.15584 3.55 -0.63 -0.28 0.31
N 0.27439 0.35312 -0.37457 -4.45 0.57 -0.85 0.55
O -0.39858 1.44243 -1.42225 5.52 1.52 1.28 -0.55
O -0.62716 -0.28255 0.15957 -0.43 -0.87 0.44 -0.69
O 1.82562 -1.24546 1.32345 2.56 2.81 -0.57 -0.78
S 2.81098 1.15130 -0.88410 -0.73 -0.20 0.81 -0.34
H 1.00295 -1.57106 1.09761 -2.89 -1.11 -0.68 0.25
H -1.24028 1.22272 -1.68789 -3.13 -2.09 -0.15 0.27
```
Positions in Å, forces in eV/Å.

HOMO energy (spin up / spin down) ... -0.1485 / -0.1485 Eh
Net charge ... -1

DFT (ωB97M-V/def2-TZVPD) results for a gas-phase ion, C4H13N2 (charge +1).

```
19
Properties=species:S:1:pos:R:3:forces:R:3:mulliken_charge:R:1
C 0.08552 1.31819 2.31651 -0.07 0.05 0.28 -1.27
C -0.29907 0.21548 1.33157 -0.75 0.34 0.37 -0.32
N 0.56515 0.24916 0.11579 1.34 -0.47 0.29 -0.19
C 0.71865 -1.04551 -0.65237 0.39 0.15 0.26 -0.70
C -0.56367 -1.14106 -1.49752 0.60 0.10 0.59 -0.45
N -0.54592 0.10106 -2.26024 -0.51 0.45 -0.56 -0.57
H 0.85023 0.91484 2.98198 0.46 0.41 -0.31 0.37
H 0.36714 2.24636 1.81920 0.34 -0.09 0.00 0.37
H -0.68389 1.62611 3.02756 -0.45 -0.39 -0.41 0.37
H -0.18465 -0.72906 1.85771 0.04 -0.27 -0.43 0.30
H -1.31483 0.28441 0.94764 -0.08 0.09 0.27 0.35
H 0.20695 0.89484 -0.60121 -0.18 0.28 -0.07 0.50
H 1.50762 0.53713 0.39107 -0.20 0.21 -0.03 0.37
H 1.62210 -0.93689 -1.25186 -0.17 0.21 -0.37 0.35
H 1.02462 -1.77806 0.09212 -0.81 -0.50 -0.12 0.42
H -1.36866 -1.09819 -0.76447 -0.36 -0.07 -0.32 0.30
H -0.69456 -2.04442 -2.08603 0.38 -0.20 0.07 0.39
H -1.41690 0.27050 -2.74668 -0.32 0.04 0.32 0.24
H 0.12417 0.11511 -3.02076 0.35 -0.36 0.15 0.19
```
Positions in Å, forces in eV/Å.

HOMO energy ... -0.5325 Eh
Net charge ... +1
SMILES ... CC[NH2+]CCN

DFT (ωB97M-V/def2-TZVPD) results for a molecular structure, C4H9O3.

```
16
Properties=species:S:1:pos:R:3:forces:R:3:mulliken_charge:R:1
C 0.61596 0.14176 -0.86240 1.03 0.15 -0.44 -0.34
O 1.48542 1.20254 -1.02046 -0.42 0.94 0.22 -0.73
C 0.03854 0.26249 0.53039 -0.55 1.10 -0.21 0.05
C -1.29605 0.10360 0.86638 -0.69 -1.66 -1.11 -0.59
C -2.29006 -0.60378 -0.11394 -0.50 0.03 0.44 -0.40
O -2.45793 0.05840 -1.23703 0.15 0.28 -0.07 -0.78
H -0.23261 0.22181 -1.54834 -0.02 -0.39 -0.01 0.38
H 1.22043 -0.76784 -0.98379 -0.57 -0.46 0.09 0.26
H -0.37919 -0.75340 1.21800 0.37 -0.19 -0.16 0.15
H 0.63148 0.87571 1.17047 0.70 0.11 0.67 0.45
H -1.91702 -1.66112 -0.19992 0.13 -0.07 -0.01 0.16
H -1.72880 0.32961 1.82079 0.21 0.81 0.59 0.47
H -3.21929 -0.70438 0.51571 0.01 -0.08 -0.05 0.24
H 3.46292 0.25619 0.70808 0.21 -0.07 0.10 0.20
H 2.54689 0.86826 -0.61597 0.14 -0.96 -0.19 0.39
O 3.51930 0.17014 -0.24797 -0.20 0.45 0.16 -0.91
```
Positions in Å, forces in eV/Å.

HOMO energy ... -0.1474 Eh
Net charge ... -1

Per-record ΔE to the lowest compared entry with this formula, charge and spin, kcal per mole: 0.0; 0.0; 57.5; 167.7; 20.5; 145.1